The following is a DFT calculation (ωB97M-V with the def2-TZVPD basis set) of C4H9NO2 in the gas phase in a non-equilibrium geometry.

Geometry as XYZ:
```
16
Properties=species:S:1:pos:R:3:nbo_charge:R:1
C -1.2435 1.4458 -0.2297 -0.62
C -0.2887 0.3452 0.2157 -0.11
C -0.9103 -1.0473 0.0486 -0.06
O -0.3228 -2.0405 0.8493 -0.72
N 0.9426 0.4998 -0.5636 -0.61
C 2.1496 0.0133 -0.4039 0.24
O 2.2576 -0.8542 0.6425 -0.73
H -0.7741 2.4331 -0.1533 0.22
H -2.1399 1.4454 0.3934 0.23
H -1.5549 1.2928 -1.2714 0.21
H -0.0296 0.4727 1.2735 0.21
H -1.9623 -0.9955 0.3500 0.18
H -0.8860 -1.3076 -1.0238 0.16
H 0.6367 -1.9100 0.8398 0.49
H 0.9188 1.1284 -1.3528 0.41
H 3.1851 -0.9608 0.4275 0.52
```

## Properties
M   103.12 g mol⁻¹
Largest force on an atom   1.67 eV/Å
Energy relative to the best compared isomer or geometry (same formula, charge and spin)   264.8 kJ/mol
Energy   -9877.316 eV
Gap between HOMO and LUMO   9.786 eV
2S+1   1
Net charge   0
Highest occupied orbital energy   -8.86 eV